Computed, not measured: a structure of composition C8F24KN4O16S8, with ωB97M-V/def2-TZVPD.

The calculation puts the total energy at -215244.116 eV. Its energy above the lowest of the compared OMol25 structures with the same formula, charge and spin is 1.7 kcal per mole. The calculation puts the HOMO energy at -2.76 eV. The LUMO energy comes out at 0.2122 hartree.

```
! wB97M-V def2-TZVPD RIJCOSX def2/J DEFGRID3
* xyz -3 1
K -7.62 14.19 -3.17
C -6.13 9.61 -8.38
F -4.98 9.60 -9.09
F -7.12 9.20 -9.18
F -6.00 8.73 -7.40
S -6.49 11.32 -7.77
O -6.60 12.08 -8.99
O -7.66 11.22 -6.96
N -5.11 11.77 -7.06
S -5.27 11.67 -5.47
O -5.99 12.74 -4.84
O -5.62 10.34 -5.02
C -3.52 11.78 -4.90
F -2.70 12.39 -5.79
F -3.45 12.43 -3.76
F -3.05 10.55 -4.72
C -11.87 14.57 -2.48
F -12.53 14.04 -3.50
F -12.73 15.10 -1.59
F -11.17 13.60 -1.85
S -10.71 15.90 -3.03
O -11.57 16.99 -3.36
O -9.78 16.13 -1.97
N -9.99 15.18 -4.29
S -10.39 15.91 -5.67
O -11.75 15.68 -6.07
O -9.89 17.24 -5.85
C -9.38 14.83 -6.79
F -10.19 13.98 -7.43
F -8.75 15.58 -7.66
F -8.50 14.12 -6.08
C -6.46 19.04 -5.10
F -6.28 19.53 -6.34
F -5.80 19.84 -4.25
F -7.75 19.09 -4.81
S -5.85 17.30 -5.00
O -6.38 16.85 -3.75
O -6.37 16.66 -6.16
N -4.28 17.57 -5.10
S -3.40 16.46 -4.39
O -3.59 16.39 -2.97
O -3.32 15.21 -5.06
C -1.75 17.28 -4.53
F -1.50 17.81 -5.74
F -1.66 18.27 -3.62
F -0.78 16.41 -4.26
C -9.58 10.67 0.03
F -10.87 10.35 -0.21
F -9.57 11.85 0.65
F -9.06 9.76 0.84
S -8.66 10.76 -1.60
O -8.02 9.49 -1.73
O -9.64 11.08 -2.59
N -7.69 12.05 -1.36
S -6.25 11.49 -0.96
O -6.26 10.64 0.21
O -5.42 11.08 -2.05
C -5.46 13.06 -0.37
F -5.63 14.10 -1.21
F -5.95 13.42 0.82
F -4.15 12.85 -0.25
*
```

Mulliken charges in e: number 1, K, carries 1.17; number 2, C, carries 0.51; number 3, F, carries -0.26; number 4, F, carries -0.23; number 5, F, carries -0.20; number 6, S, carries 1.10; number 7, O, carries -0.71; number 8, O, carries -0.51; number 9, N, carries -0.52; number 10, S, carries 0.94; number 11, O, carries -0.10; number 12, O, carries -0.64; number 13, C, carries 0.47; number 14, F, carries -0.24; number 15, F, carries -0.16; number 16, F, carries -0.26; number 17, C, carries 0.65; number 18, F, carries -0.23; number 19, F, carries -0.24; number 20, F, carries -0.23; number 21, S, carries 0.76; number 22, O, carries -0.67; number 23, O, carries -0.68; number 24, N, carries -0.24; number 25, S, carries 1.00; number 26, O, carries -0.70; number 27, O, carries -0.59; number 28, C, carries 0.62; number 29, F, carries -0.25; number 30, F, carries -0.21; number 31, F, carries -0.25; number 32, C, carries 0.42; number 33, F, carries -0.24; number 34, F, carries -0.24; number 35, F, carries -0.18; number 36, S, carries 1.37; number 37, O, carries -0.69; number 38, O, carries -0.64; number 39, N, carries -0.53; number 40, S, carries 1.23; number 41, O, carries -0.67; number 42, O, carries -0.55; number 43, C, carries 0.48; number 44, F, carries -0.24; number 45, F, carries -0.24; number 46, F, carries -0.23; number 47, C, carries 0.63; number 48, F, carries -0.25; number 49, F, carries -0.25; number 50, F, carries -0.22; number 51, S, carries 0.96; number 52, O, carries -0.62; number 53, O, carries -0.64; number 54, N, carries -0.37; number 55, S, carries 0.82; number 56, O, carries -0.67; number 57, O, carries -0.49; number 58, C, carries 0.64; number 59, F, carries -0.23; number 60, F, carries -0.25; number 61, F, carries -0.23